[1]
Molecular formula: C33H27N8O4SSeTl
Method: DFT, ωB97M-V/def2-TZVPD

XYZ file:
```
75
Properties=species:S:1:pos:R:3:forces:R:3
Tl 0.04678 -0.14432 0.15926 0.08 -0.22 -0.05
C 2.14116 3.65137 1.16047 0.17 0.02 0.06
C 1.04327 2.62543 1.30569 0.15 -0.13 0.12
O 1.41015 1.40011 1.28911 -0.03 0.12 -0.03
C -0.25286 3.07382 1.49139 -0.17 0.01 -0.13
C -1.40455 2.26677 1.67341 -0.09 0.19 0.08
C -2.68676 2.93376 2.09817 0.01 0.11 -0.02
N -1.39687 0.97058 1.50582 -0.12 -0.18 -0.46
N -2.60421 0.30988 1.71191 0.34 0.40 -0.12
C -2.42311 -0.97486 1.72932 0.20 -0.69 0.21
O -1.28369 -1.57109 1.53613 -0.89 0.09 0.05
C -3.65822 -1.80704 1.96687 0.15 -0.06 -0.05
C -4.92409 -1.22202 2.03378 -0.01 0.01 -0.02
C -6.05604 -2.00980 2.19727 0.07 0.06 0.00
C -5.94016 -3.39237 2.30341 0.09 -0.02 -0.01
C -4.68176 -3.98147 2.26331 0.06 0.08 0.00
C -3.54622 -3.19018 2.09865 -0.11 0.00 0.06
H 2.83685 3.32168 0.38378 -0.06 0.07 0.07
H 2.70588 3.71524 2.09846 -0.07 -0.02 -0.13
H 1.75496 4.64175 0.91344 0.04 -0.07 0.05
H -0.39552 4.14138 1.57389 -0.04 0.02 -0.04
H -2.51073 3.98196 2.33860 -0.01 -0.06 -0.03
H -3.11394 2.42125 2.95923 0.02 0.03 -0.03
H -3.42833 2.86572 1.29416 0.10 -0.03 0.09
H -4.99898 -0.14328 1.95340 -0.02 -0.11 -0.01
H -7.03615 -1.54492 2.24301 0.11 -0.03 -0.01
H -6.82764 -4.00628 2.42019 0.09 0.06 0.01
H -4.58257 -5.05864 2.36337 0.00 0.14 -0.02
H -2.55769 -3.63550 2.08296 -0.05 -0.01 -0.02
N 1.43785 -1.48432 1.55307 0.18 0.02 0.02
C 2.33953 -2.34871 0.79118 -0.11 0.23 0.31
C 1.90173 -2.50257 -0.65507 -0.15 -0.21 -0.59
O 2.19896 -3.54219 -1.23562 -0.21 0.80 0.12
O 1.29984 -1.46766 -1.16559 0.18 -0.41 0.03
H 1.89536 -0.85579 2.19698 0.09 0.01 0.06
H 0.69337 -1.97903 2.02670 0.00 -0.12 0.10
H 2.44656 -3.33980 1.21508 0.02 -0.14 0.15
H 3.32395 -1.88407 0.74958 0.11 0.01 0.09
Se 0.35310 6.10120 -5.30191 0.08 0.90 -0.69
N -1.04358 5.23148 -4.63681 0.19 0.13 -0.10
C -0.54417 4.30129 -3.88360 0.06 -0.68 0.52
C -1.36646 3.33457 -3.14799 0.16 0.29 -0.18
C -2.75683 3.31400 -3.22814 0.03 0.17 -0.20
C -3.45341 2.36752 -2.51673 -0.22 -0.17 0.11
C -2.73876 1.45682 -1.74116 0.23 0.04 0.16
N -1.41280 1.47015 -1.66792 -0.36 -0.11 0.42
C -0.73494 2.39025 -2.34706 0.32 -0.30 0.13
C 0.74490 2.31438 -2.26063 0.12 -0.27 0.26
N 1.28292 1.34499 -1.49876 0.02 0.24 -0.40
C 2.60594 1.20740 -1.45701 -0.39 -0.05 0.09
C 3.46847 2.04133 -2.15702 0.18 -0.09 0.07
C 2.93050 3.04944 -2.91810 0.08 0.23 -0.22
C 1.54788 3.19562 -2.98156 -0.20 0.21 -0.17
C 0.90549 4.23279 -3.79948 -0.16 -0.69 0.55
N 1.57488 5.10969 -4.48168 -0.18 0.12 -0.12
H -3.25719 4.03794 -3.86101 0.01 -0.03 0.07
H -4.53648 2.31617 -2.55021 0.13 0.01 -0.01
H -3.24910 0.70150 -1.14493 0.10 0.06 -0.08
H 2.98167 0.39894 -0.83828 -0.09 0.10 -0.08
H 4.54001 1.89251 -2.08941 -0.12 0.00 -0.02
H 3.55528 3.72954 -3.48681 -0.04 -0.04 0.06
S -3.26133 -3.23212 -2.17395 -0.07 -0.10 0.05
C -2.22062 -2.45781 -1.04008 -0.02 0.23 -0.13
N -1.43146 -1.54622 -1.51227 -0.28 -0.21 -0.29
C -1.57044 -1.45736 -2.90988 0.11 -0.13 0.40
C -0.77954 -0.69695 -3.77188 0.19 0.07 0.05
C -1.06220 -0.70621 -5.12203 0.01 0.02 0.02
C -2.10770 -1.48798 -5.63678 -0.01 -0.01 0.00
C -2.85277 -2.29998 -4.80705 -0.02 -0.07 -0.03
C -2.56354 -2.28443 -3.44106 -0.04 0.04 -0.03
H -2.26086 -2.71218 0.01414 0.08 0.05 -0.32
H 0.08046 -0.17153 -3.37272 -0.13 0.03 -0.02
H -0.45221 -0.11886 -5.80032 -0.04 -0.06 0.06
H -2.31170 -1.48132 -6.70198 0.03 0.00 0.09
H -3.62583 -2.95015 -5.20622 0.09 0.11 0.06
```
Forces are in eV/Å.

* Kohn-Sham gap: 0.2333 Eh
* 2S+1: 1
* net charge: 0
* total energy: -4984.89136 a.u.
* molar mass: 915.04 g mol⁻¹
* lowest unoccupied orbital energy: -0.978 eV

***

[2]
Molecular formula: C33H28Cl2CoF5GeINO7S2
Method: DFT, ωB97M-V/def2-TZVPD

XYZ file:
```
81
Properties=species:S:1:pos:R:3:forces:R:3
Co 1.91583 -0.23384 1.14353 -0.28 0.12 1.83
O 0.48536 -3.38255 1.78955 -0.31 0.64 -0.79
S 0.12881 -2.02834 1.35297 -2.88 -0.97 1.81
O -1.32773 -1.83588 1.09396 1.69 -0.30 0.59
O 0.86341 -1.54329 0.16668 1.35 0.09 -1.74
O 0.65477 -1.05580 2.41184 0.07 0.59 -0.23
C -0.45870 -0.99476 -2.62612 1.85 1.42 0.89
S 0.61637 -2.12684 -3.36821 -0.06 -1.41 -1.92
O 0.14852 -2.32109 -4.81018 0.40 0.57 0.72
C 0.01788 -3.58259 -2.57984 -1.22 -1.28 -0.60
C -1.18377 -4.24236 -3.02896 1.58 0.30 1.45
C -1.54615 -5.38552 -2.30444 -1.20 0.77 -1.62
C -0.79947 -5.76652 -1.21924 -0.83 -1.86 1.97
C 0.38438 -5.16851 -0.85666 -0.13 -1.45 -0.40
C 0.83915 -4.13002 -1.60216 -0.28 1.36 -0.54
H -1.46908 -1.23219 -2.81548 -1.18 -0.23 0.12
H -0.11547 -0.10824 -3.14462 -0.48 0.55 -0.12
H -0.07390 -0.84525 -1.58475 -0.91 -0.38 -0.61
H -1.80998 -3.87528 -3.84062 0.48 0.05 0.10
H -2.44762 -5.91433 -2.69537 0.73 0.22 0.86
H -1.13489 -6.56201 -0.48574 0.16 0.64 -1.37
H 0.95974 -5.74146 -0.15638 0.41 0.58 0.67
H 1.76320 -3.62467 -1.41297 0.42 0.08 0.23
I 4.51425 -4.35953 -0.37535 -0.08 0.25 0.55
C 3.69915 -4.05249 1.60256 0.60 -0.11 -1.13
C 3.27841 -5.17098 2.24625 -1.00 -0.29 1.79
C 2.73622 -5.00840 3.54544 0.37 0.02 -0.08
C 2.60238 -3.69995 3.98419 -0.31 -0.63 1.03
C 3.05513 -2.66662 3.20400 -0.92 0.33 0.94
N 3.64380 -2.84388 2.06879 0.85 0.55 -2.01
H 3.27080 -6.10393 1.75431 0.22 -0.95 -0.30
H 2.46612 -5.86743 4.20518 0.05 0.75 -0.89
H 2.13596 -3.39209 4.92006 0.03 -0.52 -0.12
H 2.81938 -1.66407 3.47768 0.17 0.52 0.33
Cl 5.11601 1.57401 -2.80413 -0.24 -0.34 -0.28
C 4.40198 0.11035 -2.10301 -2.29 -0.25 -0.09
Cl 4.20301 -1.32679 -3.17495 0.26 0.72 -0.26
C 2.95623 0.36545 -1.38966 1.11 0.88 -2.04
O 2.01557 0.75938 -2.07091 0.36 -0.34 0.59
O 3.09973 0.17087 -0.16361 0.58 -0.03 -0.28
H 5.04703 -0.23811 -1.36407 1.13 -0.28 1.17
C -3.61803 0.17927 0.98734 -0.38 -2.12 0.82
Ge -2.02730 1.28794 0.52710 -1.11 -0.22 -0.10
C -2.30326 1.79870 -1.38284 -1.33 -0.86 1.55
C -1.35596 2.20187 -2.24585 3.02 0.24 -0.65
C -1.53093 2.27166 -3.60940 -2.64 0.01 0.97
C -2.79177 2.06820 -4.09853 -0.73 -0.63 1.36
C -3.84220 1.66909 -3.21983 1.52 1.01 -1.60
C -3.59231 1.54047 -1.87323 1.15 0.65 -1.75
C -2.55924 2.94547 1.46378 3.02 0.01 -0.90
C -3.66249 2.92664 2.21439 -1.29 0.00 1.00
C -4.36246 4.11194 2.48490 -0.62 0.62 0.03
C -3.87145 5.28430 2.00813 0.96 0.48 -1.08
C -2.57104 5.36640 1.33628 -0.70 0.72 1.09
C -1.95794 6.64214 0.99590 -0.47 -0.66 1.35
C -0.70052 6.63487 0.50110 0.85 -0.53 -0.82
C -0.00965 5.41321 0.17725 0.75 2.52 -1.37
C -0.58551 4.25741 0.45316 -1.03 -2.81 1.27
C -1.84924 4.17114 1.14358 -1.24 0.39 -0.68
H -4.65118 0.60421 1.08557 1.02 0.06 -0.40
H -3.37988 -0.26793 1.98620 -0.09 0.60 -0.43
H -3.70034 -0.79679 0.43405 0.26 1.14 -0.06
H -0.32441 2.41184 -1.96102 -0.20 -0.20 0.57
H -0.81473 2.58627 -4.26656 2.12 0.67 -1.31
H -2.94545 2.27708 -5.12188 -0.53 -0.16 -1.07
H -4.78698 1.58643 -3.71347 -0.79 -0.29 0.35
H -4.40966 1.36708 -1.27226 -1.44 -0.76 1.61
H -4.10773 2.01017 2.57129 0.10 -0.19 -0.23
H -5.37256 4.10004 2.93347 0.72 -0.11 -0.11
H -4.52313 6.14417 1.99047 0.16 0.42 0.28
H -2.39878 7.57422 1.38920 -0.02 -0.51 -0.60
H -0.14845 7.52832 0.26791 -0.14 0.50 0.13
H 0.92097 5.50287 -0.44590 -0.84 -0.33 1.06
H -0.08379 3.30647 0.27963 0.08 0.17 -0.20
F 2.15181 1.34786 3.50688 -0.02 -0.07 0.65
C 2.82800 1.13092 2.32920 -0.61 -1.00 -0.81
F 2.77586 2.37078 1.70705 0.42 0.12 -0.13
C 4.29590 0.92317 2.76010 0.70 0.69 -0.97
F 4.46147 -0.09502 3.61143 -0.17 0.09 0.08
F 5.15095 0.69453 1.71377 -0.81 0.08 0.61
F 4.78158 2.03816 3.36207 0.08 -0.10 0.29
```
Forces are in eV/Å.

* Kohn-Sham gap (spin up / spin down): 0.2535 / 0.2537 Eh
* 2S+1: 3
* net charge: -2
* total energy: -7829.23866 a.u.
* molar mass: 1039.06 g mol⁻¹
* lowest unoccupied orbital energy (spin up / spin down): 3.884 / 3.404 eV

***

In order of appearance, energy relative to the best compared isomer or geometry (same formula, charge and spin) = 0.00 100.01 kJ/mol.